Record 1
ORCA calculation (ωB97M-V/def2-TZVPD) on C36H54BBeIN8O5 as an isolated structure.

## Properties
Energy ... -2555.9562 a.u.
HOMO level ... -8.6 eV

Structure (XYZ):
```
106
Properties=species:S:1:pos:R:3:mulliken_charge:R:1
Be -0.30053 0.61749 -0.11353 -0.996
C -4.35528 -0.42185 -0.31811 -0.980
C -3.38479 -1.07369 -1.31604 0.152
C -3.14144 -0.18198 -2.52823 -0.724
C -2.18827 -1.58326 -0.54578 0.127
C -2.17857 -2.89902 -0.08908 -0.951
C -1.05542 -3.04961 0.70293 -0.266
C -0.76668 -4.37286 1.38123 0.303
C -0.43630 -5.45490 0.34149 -1.382
C 0.24998 -4.40114 2.51811 -1.198
N -0.44835 -1.84695 0.74189 0.848
N -1.13098 -0.94449 -0.02541 0.342
B 0.81388 -1.32077 1.46882 1.095
N 1.81814 -0.74364 0.45155 0.806
N 1.55517 0.49691 -0.03170 -0.003
C 2.61507 0.88221 -0.74110 -0.113
C 3.56225 -0.14550 -0.73594 -1.282
C 3.01993 -1.16559 0.02128 0.077
C 3.65562 -2.51153 0.21361 0.034
C 4.14565 -2.77259 1.64005 -1.347
C 2.71266 -3.61611 -0.26066 -1.336
C 2.80665 2.22151 -1.39786 1.103
C 1.71542 3.21999 -1.03682 -0.558
C 4.18879 2.77899 -1.04110 -1.643
N 0.35949 -0.13010 2.35698 0.735
N -0.30807 0.90172 1.76441 0.997
C -0.62645 1.76965 2.72991 0.169
C -0.11933 1.30979 3.94494 -1.019
C 0.48739 0.09488 3.67759 -0.232
C 1.11139 -0.73093 4.77484 0.235
C 0.03135 -1.54339 5.50398 -1.448
C 2.31402 -1.59879 4.40209 -1.358
C -1.44874 3.01215 2.54715 1.770
C -2.93763 2.65749 2.69322 -1.355
C -1.07196 4.08829 3.56513 -1.927
H -5.28060 -0.12567 -0.81888 0.436
H -4.60808 -1.11882 0.48177 0.407
H -3.89329 0.45826 0.13173 -0.332
H -3.86320 -1.98129 -1.69293 0.604
H -2.50972 0.65852 -2.27573 -0.496
H -2.65434 -0.74330 -3.32680 0.367
H -4.09654 0.17937 -2.91733 0.514
H -2.90611 -3.65628 -0.33217 0.625
H -1.73152 -4.65055 1.81503 0.723
H 0.49386 -5.23199 -0.17655 0.183
H -0.33123 -6.41992 0.84090 0.440
H -1.22459 -5.53548 -0.40660 0.399
H 1.27379 -4.34853 2.14687 0.214
H 0.08704 -3.57447 3.20404 -0.364
H 0.14469 -5.33506 3.07217 0.613
H 1.32919 -2.16192 2.11398 -1.041
H 4.51958 -0.15420 -1.22912 0.500
H 4.53155 -2.49856 -0.43849 0.547
H 3.30873 -2.92506 2.32119 0.011
H 4.76840 -3.66884 1.66253 0.487
H 4.73866 -1.93455 2.00999 0.395
H 1.84327 -3.64531 0.39281 -0.188
H 2.36160 -3.41672 -1.27419 0.400
H 3.21219 -4.58663 -0.23735 0.469
H 2.77126 2.05825 -2.48128 0.118
H 1.70158 3.39463 0.04383 0.389
H 1.88703 4.16974 -1.54706 0.476
H 0.76911 2.79734 -1.36367 -0.875
H 4.29356 2.86758 0.04170 0.369
H 4.98259 2.12992 -1.40825 0.361
H 4.32502 3.76649 -1.48542 0.445
H -0.18209 1.78697 4.90861 0.504
H 1.46842 0.01673 5.48702 0.619
H -0.46668 -2.23151 4.82388 0.224
H 0.48034 -2.12084 6.31502 0.404
H -0.72472 -0.88337 5.92965 0.408
H 2.00824 -2.57237 4.02058 -0.062
H 2.93585 -1.10665 3.65371 0.194
H 2.92160 -1.76969 5.29233 0.520
H -1.26345 3.40153 1.54856 -0.448
H -3.13011 2.29167 3.70353 0.403
H -3.56802 3.53539 2.52507 0.323
H -3.21101 1.88020 1.98463 0.168
H -1.38739 3.79279 4.56722 0.313
H 0.00471 4.26294 3.57834 0.403
H -1.57101 5.02646 3.31936 0.487
N -1.68461 4.06873 -0.91161 0.031
C -2.43585 2.97535 -0.69927 -0.039
O -2.02209 1.94107 -0.19277 -0.494
C -3.91079 3.11469 -1.01992 -1.167
I -4.27408 3.67003 -3.05884 0.071
H -0.68729 3.99546 -0.79078 0.135
H -2.04531 4.86643 -1.40503 0.256
H -4.36211 3.89144 -0.40725 0.642
H -4.40855 2.16854 -0.84446 0.137
O 0.63459 -0.90256 -2.44100 -0.740
C 0.15178 0.20160 -2.65929 0.016
O -0.28476 1.05080 -1.78610 0.964
C 0.08092 0.69080 -4.09306 -0.111
C 0.61848 -0.09591 -5.10583 -0.517
C 0.54726 0.31756 -6.42294 -0.614
C -0.07114 1.52487 -6.71922 -0.238
C -0.61835 2.32065 -5.72410 -0.838
C -0.53341 1.89616 -4.41098 0.305
N -0.14676 1.96688 -8.11152 1.006
O 0.34211 1.25045 -8.96608 -0.621
O -0.69891 3.02814 -8.34223 -0.618
H 1.08548 -1.03498 -4.84270 0.550
H 0.95445 -0.27229 -7.23056 0.514
H -1.10273 3.25036 -5.98447 0.512
H -0.95055 2.49608 -3.61413 0.532
```

---

Record 2
ORCA calculation (ωB97M-V/def2-TZVPD) on a 3-piece molecular cluster, C36H54BF16N5O6PS2 overall at a distorted geometry.

## Properties
Energy ... -4889.6361 a.u.
Net charge ... +1
HOMO level ... -11.2 eV

Structure (XYZ):
```
121
Properties=species:S:1:pos:R:3:mulliken_charge:R:1
C -4.09606 -5.11407 -1.25830 -1.336
C -3.24904 -3.85368 -1.25735 -0.285
O -2.40323 -3.77572 -2.43018 0.353
B -2.78566 -3.05904 -3.48152 0.497
O -4.07672 -2.79266 -3.86336 -0.487
N -1.67388 -2.43434 -4.41268 -0.049
C -0.99516 -3.62133 -5.05907 -0.936
N -2.09747 -4.55258 -5.24930 -0.308
C 0.17095 -4.19265 -4.21586 -0.052
C -0.13469 -5.49088 -3.43250 -1.481
C 0.42909 -5.52103 -2.00743 -1.046
C 1.94124 -5.66214 -1.93632 -0.201
S 2.52586 -5.93921 -0.22991 -0.239
O 0.70557 -3.23013 -3.32406 0.571
C 0.72167 -1.88698 -3.78747 -0.705
C 1.63334 -1.75728 -5.02857 -1.078
C 2.51150 -0.52632 -5.02881 0.169
C 2.34726 0.43891 -6.01905 -0.692
C 3.13674 1.57264 -6.05127 -0.774
C 4.12332 1.74326 -5.09791 -0.719
C 4.30557 0.77504 -4.12346 -0.932
C 3.51591 -0.36508 -4.07011 0.937
C 3.80262 -1.39798 -3.01073 -1.410
C -0.73561 -1.38639 -3.85927 1.904
C -1.16093 -0.80760 -2.49226 -2.373
C -0.76572 -1.56091 -1.20673 0.114
C 0.34912 -0.89122 -0.39605 0.534
C 0.48322 -1.53120 0.99768 -1.322
C 1.01782 -0.59124 2.07877 -0.781
C 0.25289 0.74094 2.18288 -0.931
C 0.13903 1.21315 3.62329 -0.449
S -1.05457 2.58472 3.88368 -0.252
C -1.14356 3.28395 2.29888 0.416
N -0.39401 4.22019 1.81378 -0.150
N -0.84033 4.45748 0.51834 -0.424
C -1.82355 3.64715 0.33751 0.023
O -2.08539 2.87153 1.39928 -0.255
P -0.88958 0.07113 -5.01442 0.126
N -1.02708 -0.18980 -6.55094 -0.823
H -3.58060 -5.91127 -1.79027 0.224
H -5.06854 -4.93960 -1.71596 0.331
H -4.27455 -5.42063 -0.22833 0.432
H -2.56720 -3.85294 -0.40818 0.118
H -3.86104 -2.95440 -1.16813 0.469
H -4.39688 -1.90297 -3.67569 0.343
H -2.19515 -1.98781 -5.17554 0.847
H -0.59618 -3.30054 -6.02364 0.437
H -2.62555 -4.28780 -6.07766 0.281
H -1.74770 -5.48169 -5.45840 0.300
H 0.95403 -4.43832 -4.94241 0.738
H 0.32054 -6.32342 -3.97325 0.558
H -1.19971 -5.67968 -3.35926 0.619
H 0.07925 -4.66652 -1.42952 0.119
H -0.00373 -6.40794 -1.53357 0.718
H 2.23688 -6.54720 -2.49838 0.466
H 2.44443 -4.77402 -2.31260 -0.137
H 1.33394 -5.86407 0.36696 0.111
H 1.19742 -1.31868 -2.99049 -0.490
H 2.30032 -2.62320 -4.97609 0.465
H 1.10369 -1.83858 -5.97765 0.821
H 1.57778 0.31236 -6.77279 0.505
H 3.00048 2.32242 -6.81891 0.434
H 4.75848 2.61900 -5.12781 0.401
H 5.09769 0.89116 -3.39421 0.452
H 4.82710 -1.29668 -2.65707 0.592
H 3.71208 -2.41096 -3.41019 0.213
H 3.14711 -1.31970 -2.14153 0.191
H -0.64247 0.16032 -2.44384 1.024
H -2.22248 -0.53647 -2.50105 0.629
H -0.52648 -2.60160 -1.40141 -0.840
H -1.64180 -1.56885 -0.55134 0.816
H 1.30974 -1.02934 -0.89603 -0.731
H 0.10566 0.16948 -0.31162 0.130
H 1.21532 -2.33890 0.89415 0.397
H -0.44930 -2.00608 1.31328 0.522
H 0.93422 -1.10938 3.03598 0.367
H 2.08479 -0.41379 1.93205 0.404
H 0.76655 1.49762 1.58557 0.420
H -0.74436 0.61012 1.75060 0.468
H -0.20706 0.40258 4.25923 0.500
H 1.10172 1.59385 3.95699 0.161
H -2.41995 3.55379 -0.55540 0.474
H 0.14879 0.91192 -4.58568 0.134
H -2.03657 0.69419 -4.48721 0.087
H -0.92725 -1.15012 -6.85277 0.333
C -3.66687 6.23217 3.16365 -0.489
C -5.13131 5.77776 3.20986 0.945
C -6.09385 6.34816 2.16342 0.075
F -6.22397 7.67881 2.30636 -0.223
F -7.30631 5.77796 2.34094 -0.264
F -5.64011 5.96053 4.44157 -0.281
F -5.10428 4.42920 2.96435 -0.322
O -3.27162 7.23967 4.06622 -0.417
C -3.35262 8.56859 3.75636 0.766
C -4.25633 9.31747 4.74479 0.191
F -5.50509 8.81502 4.69958 -0.222
F -4.30021 10.61796 4.38633 -0.256
F -3.73944 8.77548 2.48553 -0.289
F -2.11615 9.09722 3.89241 -0.303
H -3.10414 5.35592 3.48234 0.136
H -3.34857 6.45241 2.14310 0.407
H -5.74326 6.12119 1.15255 0.278
H -3.86087 9.22569 5.75779 0.250
C 3.96959 1.05041 8.08136 -0.708
C 5.49274 0.85837 8.06991 0.870
C 6.27898 1.45990 6.90042 0.076
F 5.91193 0.88422 5.73565 -0.210
F 7.59136 1.22081 7.09594 -0.271
F 5.79478 -0.44861 8.19721 -0.269
F 5.95674 1.50711 9.17598 -0.325
O 3.18616 -0.04055 7.62895 -0.374
C 2.83028 -0.20504 6.32957 0.892
C 3.33912 -1.54112 5.77140 0.095
F 4.67940 -1.59031 5.81007 -0.225
F 2.94366 -1.63807 4.47586 -0.173
F 3.20052 0.82417 5.54551 -0.300
F 1.47277 -0.27245 6.27395 -0.329
H 3.71356 1.14046 9.13520 0.400
H 3.68140 1.98732 7.60434 0.327
H 6.11927 2.53962 6.84071 0.299
H 2.92652 -2.37251 6.34503 0.237
```